# 1
Computed, not measured: a cluster of 3 separate species, C36H60O5 in total in a non-equilibrium geometry, with wB97M-V/def2-TZVPD.

```
101
Properties=species:S:1:pos:R:3:forces:R:3:lowdin_charge:R:1
C 2.9625 -0.3008 1.6727 2.5457 0.3586 0.8604 -0.07
C 3.4007 1.1575 2.0961 0.1289 -0.2008 -0.3624 -0.31
C 3.3131 1.5115 3.6077 -1.6588 -0.2270 -0.3518 -0.07
C 3.8625 1.9823 1.0829 0.0280 0.1921 0.1085 -0.11
C 3.3087 3.3935 0.7178 0.3624 0.4732 1.5409 -0.19
C 1.7691 3.3736 0.3052 0.0870 -0.2584 0.0842 -0.17
C 1.3820 2.1702 -0.6252 0.4295 -0.2090 -1.2086 -0.36
C 2.1846 2.3788 -1.9849 -0.4206 -0.1988 0.1132 -0.07
C -0.1647 2.0360 -0.9087 0.4382 -0.1258 0.4702 -0.15
C -0.9208 2.0045 0.4779 -0.3420 1.1693 -0.3197 -0.14
C -2.3798 1.4741 0.4209 -0.4164 -0.2414 -0.1188 -0.07
C -3.3744 2.2639 -0.3440 -1.1285 -0.8218 0.6306 -0.08
C -2.9974 3.5738 -1.1211 0.2301 -1.4708 -0.6232 -0.16
O -4.1901 4.2436 -1.5719 1.4599 0.9354 0.6380 -0.12
C -4.1030 5.6578 -1.4113 -1.2806 0.2347 -0.3947 -0.23
O -4.7910 6.0559 -0.2215 1.3934 0.1822 -0.2639 -0.11
C -3.8786 6.2497 0.8706 -0.5519 0.3072 1.0723 -0.19
C -4.7016 6.7080 2.1376 0.2568 0.2109 0.1480 -0.21
O -3.8014 7.0300 3.2337 -0.1777 -0.9415 -0.8338 -0.10
C -4.7690 1.8514 -0.4048 1.3808 -1.7254 1.6785 0.02
C -5.1634 0.6373 0.3182 1.8511 0.6396 -0.1785 0.01
C -4.1867 -0.1442 1.0441 0.2188 0.7350 -0.2852 -0.06
C -2.7557 0.2598 1.1243 -2.1778 0.7674 -1.0769 -0.01
C -1.8069 -0.6351 1.9384 -0.6584 -0.7263 0.6624 -0.28
O -0.5991 -0.6890 1.8284 -0.5791 0.4394 -0.1786 0.07
C -2.4680 -1.6042 2.9746 -0.9593 0.1913 -0.3251 0.02
C -3.7686 -1.9743 2.8894 0.3742 0.5551 -0.3820 0.01
C -4.6959 -1.4217 1.7827 1.0006 0.5747 0.3512 -0.32
O -5.7634 -1.9357 1.5411 0.4583 0.3216 0.0988 0.09
H 1.8853 -0.3094 1.3800 0.8682 0.0089 0.3323 0.06
H 3.6312 -0.5898 0.8094 -0.9670 0.1850 0.5631 0.09
H 3.1938 -1.0283 2.5025 -0.6201 0.5108 -0.7737 0.07
H 4.1896 1.0575 4.1523 -0.7142 0.4217 -0.7894 0.09
H 2.3896 1.0230 4.0415 0.9028 0.5995 -0.2100 0.08
H 3.2723 2.6045 3.8351 0.1426 -0.8369 -0.3065 0.07
H 4.7382 1.6020 0.4835 -1.9010 -0.2622 -0.5131 0.11
H 3.9145 3.9196 -0.0587 -0.3258 -0.6321 0.6230 0.10
H 3.3571 4.0208 1.6586 -0.0280 -0.2731 -1.0133 0.10
H 1.1953 3.4245 1.2668 0.3211 -0.3665 -0.8694 0.10
H 1.4964 4.3142 -0.2618 0.4419 -0.7941 0.5976 0.12
H 1.7182 1.1693 -0.2392 -0.2357 1.1174 0.0621 0.11
H 1.9664 1.5508 -2.7145 0.1668 0.7197 0.6662 0.07
H 3.2911 2.3900 -1.8054 -0.9886 -0.0024 -0.1227 0.07
H 1.8881 3.3510 -2.4711 0.2881 -0.8591 0.4631 0.09
H -0.4027 1.0721 -1.4438 0.4628 0.9349 0.3514 0.12
H -0.4652 2.8890 -1.5748 0.0589 -0.7593 0.7015 0.10
H -0.9901 3.0799 0.8277 0.0486 -1.0452 -0.2198 0.11
H -0.2602 1.4886 1.2135 -0.8704 0.1455 -0.6047 0.10
H -2.4507 3.2487 -2.0563 -0.3950 0.3401 0.9726 0.13
H -2.3025 4.2397 -0.5494 -0.7008 -0.5312 -0.3055 0.11
H -3.0552 6.0550 -1.4120 -0.6753 -0.5425 0.0531 0.14
H -4.6571 6.1069 -2.2815 0.4337 -0.4640 0.9297 0.15
H -3.3489 5.2873 1.1240 -0.3448 0.8457 -0.2290 0.12
H -3.1310 7.0670 0.6510 -0.6174 -0.8639 0.0991 0.14
H -5.3907 5.9146 2.5216 0.3058 0.5680 -0.7857 0.13
H -5.2714 7.6516 1.9328 0.4668 -0.9843 0.0079 0.13
H -3.4436 6.1613 3.4921 -0.0005 0.6544 0.1444 0.08
H -5.5732 2.4094 -0.9313 1.0929 -0.2887 0.4007 0.12
H -6.2321 0.3308 0.3009 1.0552 0.0737 0.0938 0.12
H -1.8672 -2.0514 3.8048 -0.1471 0.6627 -1.0930 0.12
H -4.1920 -2.6880 3.6296 0.1689 0.5461 -0.8244 0.12
C 2.6781 -3.9193 -6.0544 -0.0784 -0.0236 -0.1416 -0.11
C 2.4480 -2.4261 -6.2544 0.1285 -0.0155 0.0590 -0.27
C 2.5810 -1.6164 -4.9646 -0.0680 0.1229 -0.0153 -0.23
C 1.5671 -1.9630 -3.8706 0.0254 -0.1276 -0.0038 -0.23
C 0.0996 -1.8278 -4.2777 0.0475 0.0814 0.1392 -0.27
C -0.2915 -0.4033 -4.6508 -0.1439 -0.0708 -0.0972 -0.11
H 1.9383 -4.3560 -5.3806 0.0451 -0.0059 0.0004 0.07
H 2.6044 -4.4448 -7.0094 0.0262 -0.0367 0.0761 0.07
H 3.6728 -4.1076 -5.6426 -0.0504 -0.0133 0.0266 0.07
H 1.4667 -2.2633 -6.7100 0.0127 0.0316 0.0339 0.10
H 3.1842 -2.0540 -6.9735 -0.0615 0.0260 0.0066 0.10
H 2.5032 -0.5519 -5.2083 0.0064 -0.0194 0.0280 0.10
H 3.5881 -1.7580 -4.5579 -0.0159 -0.0054 -0.0299 0.11
H 1.7572 -1.3159 -3.0064 -0.0295 -0.0123 -0.0114 0.10
H 1.7425 -2.9857 -3.5223 0.0178 0.0337 0.0009 0.10
H -0.5232 -2.1514 -3.4377 0.0255 -0.0371 -0.0446 0.10
H -0.1325 -2.5024 -5.1068 0.0377 -0.0092 0.0155 0.10
H -0.1114 0.2810 -3.8175 0.0307 0.0154 -0.0392 0.05
H -1.3540 -0.3572 -4.9007 0.0439 0.0803 0.0111 0.07
H 0.2664 -0.0438 -5.5178 -0.0047 0.0243 0.0414 0.07
C 1.2609 -7.0058 4.3699 -0.1097 -0.1031 -0.0729 -0.12
C 1.8086 -6.7214 2.9765 0.1130 -0.0019 0.0873 -0.27
C 2.6522 -5.4484 2.9072 0.0099 0.0440 -0.1194 -0.23
C 1.9052 -4.1534 3.2388 -0.0535 -0.0695 0.1002 -0.22
C 0.6800 -3.8684 2.3698 0.0842 0.0972 0.0398 -0.26
C 1.0173 -3.6846 0.8956 -0.1604 -0.0321 -0.0349 -0.10
H 0.5895 -6.2146 4.7098 0.0339 -0.0176 0.0215 0.06
H 0.6953 -7.9406 4.3707 0.0200 0.0464 0.0733 0.07
H 2.0732 -7.1034 5.0945 -0.0422 0.0415 0.0027 0.07
H 0.9834 -6.6739 2.2598 0.0359 0.0338 -0.0060 0.10
H 2.4323 -7.5664 2.6688 -0.0361 0.0355 -0.0407 0.10
H 3.0887 -5.3701 1.9065 -0.0054 0.0213 0.0307 0.10
H 3.4981 -5.5444 3.5966 -0.0216 -0.0283 -0.0139 0.11
H 2.6073 -3.3171 3.1478 -0.0445 -0.0168 -0.0154 0.09
H 1.5953 -4.1706 4.2888 0.0323 -0.0098 -0.0141 0.10
H 0.2039 -2.9535 2.7330 0.0416 -0.0398 -0.0255 0.07
H -0.0627 -4.6645 2.4814 0.0375 -0.0298 0.0243 0.10
H 1.7228 -2.8615 0.7575 -0.0022 -0.0400 -0.0064 0.06
H 0.1133 -3.4521 0.3275 0.0733 0.0251 -0.0355 0.07
H 1.4533 -4.5886 0.4648 0.0128 0.0358 -0.0063 0.07
```
Positions in Å, forces in eV/Å.

Properties
Orbital gap = 6.54 eV
Charge = 0
Energy = -48537.9795 eV
HOMO energy = -0.2813 Eh

---

# 2
Computed, not measured: a structure of composition C5H8N2 in a non-equilibrium geometry, with wB97M-V/def2-TZVPD.

```
15
Properties=species:S:1:pos:R:3:forces:R:3:lowdin_charge:R:1
C 1.2802 -0.4474 -0.7658 -0.0603 -0.0156 0.0481 -0.07
C 0.6039 0.2978 0.3931 0.1385 -0.0613 0.0797 -0.29
C -0.2736 1.4890 -0.0376 0.5141 0.1134 -0.1051 -0.16
N -1.5107 0.6537 -0.0355 0.1287 -0.0448 -0.0920 0.01
C -0.7547 -0.3011 0.8209 -0.0315 -0.2668 0.2303 -0.32
C -0.9774 -1.7233 0.5915 -0.1700 -0.9923 -0.1806 -0.17
N -1.1129 -2.8494 0.3677 0.0985 0.9605 0.1958 0.16
H 0.6123 -0.5822 -1.6274 0.0054 0.0825 0.2186 0.08
H 2.1779 0.0668 -1.1320 -0.2334 0.0575 0.2020 0.08
H 1.5876 -1.4502 -0.4468 -0.0516 0.1656 -0.0129 0.08
H 1.3251 0.4901 1.1928 -0.1664 -0.1295 0.0011 0.13
H 0.1206 1.8858 -0.9646 -0.6038 0.4608 -0.3633 0.11
H -0.4125 2.2699 0.7228 0.3514 -0.1300 -0.2755 0.11
H -1.7135 0.2488 -0.9464 0.1796 0.0344 0.1143 0.10
H -0.9524 -0.0484 1.8673 -0.0990 -0.2345 -0.0603 0.15
```
Positions in Å, forces in eV/Å.

Properties
Orbital gap = 10.60 eV
Charge = 0
Energy = -8293.4644 eV
HOMO energy = -0.3567 Eh
ΔE to the lowest compared entry with this formula, charge and spin = 147.8 kJ/mol

---

# 3
Computed, not measured: a structure of composition C17H39OP3SeTi in a non-equilibrium geometry, with wB97M-V/def2-TZVPD.

```
62
Properties=species:S:1:pos:R:3:forces:R:3:lowdin_charge:R:1
Ti 1.0006 0.8006 -0.1001 -0.5949 -1.3646 3.6017 0.66
P 0.6332 2.6243 -1.5147 -0.5571 3.4092 -2.2002 0.77
P -0.3785 1.7382 1.9542 -0.6476 1.5119 1.5300 0.78
P -1.4571 -0.4284 -0.2250 -1.7773 -0.9601 -1.2673 0.85
H 3.4042 -1.4890 -1.5541 -0.2832 0.1089 -0.6140 0.12
C 2.6832 -0.8844 -2.1347 -2.2853 -1.9756 0.4983 0.23
C 1.4785 -0.5639 -1.5031 2.2651 0.1323 -1.4132 -0.28
H 0.9370 -1.3811 -0.9787 0.3877 0.3094 0.6448 0.05
C 2.2447 3.4528 -1.2046 0.2796 -0.5425 0.4437 -0.18
C -0.6595 3.8769 -1.2170 -0.3887 -0.0960 0.5995 -0.19
C 0.5707 2.4162 -3.3336 -0.0692 -0.9666 -0.2771 -0.18
C -0.7002 0.9924 3.5959 0.4836 -1.0042 -0.1874 -0.21
C 0.7107 3.1175 2.4809 0.6745 -0.1547 -0.3415 -0.22
C -1.9839 2.6503 1.8825 -0.1045 -0.2991 -1.0487 -0.21
C -1.2736 -1.9492 -1.2597 0.6511 0.1791 0.3198 -0.21
C -2.6130 0.5854 -1.2420 0.3155 0.4560 -0.1266 -0.22
C -2.7102 -1.1017 0.9817 0.5750 0.3574 0.9397 -0.19
H 2.6654 -0.9769 -3.2383 1.0703 1.3728 0.3118 0.15
H 0.9024 0.3161 -1.9488 -0.5624 -1.2375 -0.9137 0.02
H 3.0829 2.8390 -1.5708 -0.2025 0.2067 -0.0052 0.08
H 2.3977 3.6532 -0.1343 -0.0174 0.1209 -0.2505 0.05
H 2.2536 4.4069 -1.7468 -0.0881 -0.0961 0.0314 0.11
H -0.5741 4.3412 -0.2267 0.1391 -0.0694 -0.2460 0.06
H -1.6538 3.4179 -1.2821 0.2112 0.0687 -0.1333 0.06
H -0.5891 4.6602 -1.9839 0.1750 -0.2169 0.0873 0.10
H 1.5120 1.9994 -3.7214 -0.1055 0.3211 0.1188 0.08
H 0.3236 3.3561 -3.8534 0.2709 -0.1281 0.4232 0.10
H -0.2070 1.6932 -3.6160 -0.0160 0.1809 0.1197 0.07
H -1.2051 1.7492 4.2132 0.1847 -0.1271 -0.2827 0.09
H 0.2416 0.7034 4.0734 -0.1946 -0.0589 -0.0061 0.07
H -1.3518 0.1175 3.4964 0.0980 0.1332 0.1489 0.05
H 0.1508 3.7159 3.2130 0.1525 -0.1233 -0.1839 0.09
H 1.0321 3.7670 1.6583 -0.1494 0.0180 0.1942 0.04
H 1.6045 2.7088 2.9664 -0.1065 0.1375 -0.0094 0.07
H -2.0255 3.2455 2.8051 0.0527 -0.1430 -0.2991 0.08
H -2.8175 1.9361 1.8890 0.1322 0.2706 -0.0416 0.06
H -2.0560 3.3084 1.0074 -0.1630 -0.1769 0.3794 0.04
H -2.1641 -2.5703 -1.1579 -0.0035 0.1201 0.0050 0.09
H -0.4261 -2.5224 -0.8668 -0.2463 -0.3468 -0.0287 0.01
H -1.1001 -1.7518 -2.3161 -0.0253 0.2036 -0.0516 0.08
H -3.4773 -0.0243 -1.5487 0.3660 -0.0697 0.1595 0.10
H -2.1415 0.9743 -2.1513 -0.0440 -0.1201 0.0781 0.04
H -3.0091 1.4313 -0.6776 0.0498 -0.0240 0.0768 0.05
H -3.4597 -1.6598 0.3956 0.4176 0.3053 -0.0494 0.09
H -3.2423 -0.3018 1.5275 0.3682 -0.3563 -0.1754 0.06
H -2.2416 -1.8053 1.6899 -0.2220 0.2931 -0.2097 0.05
C 0.8670 -3.7401 1.0505 -0.5394 -0.4237 -0.8545 -0.61
C 1.5042 -3.9533 -0.1907 -0.1034 0.3266 0.6673 -0.17
C 1.1383 -5.0184 -0.9969 -0.5726 0.1718 0.1516 -0.04
C 0.0591 -5.8086 -0.6023 0.1893 -0.6953 0.2765 -0.02
C -0.5997 -5.6170 0.6109 0.2157 0.2289 -0.0612 -0.02
C -0.2255 -4.5483 1.4154 0.3975 0.2706 0.3804 -0.11
Se 1.4687 -2.3777 2.2642 -1.3888 0.6363 -0.4920 0.98
H 0.0267 -2.0456 2.6437 1.1344 -0.0947 -0.0209 -0.10
H 2.2630 -3.2706 -0.5532 0.4059 -0.1266 0.2872 0.07
H 1.6800 -5.2123 -1.9167 -0.1680 -0.0414 0.0527 0.13
H -0.2254 -6.6680 -1.1826 -0.0075 -0.1291 -0.3285 0.13
H -1.3504 -6.3241 0.9786 0.1334 0.3674 -0.3784 0.14
H -0.7623 -4.3823 2.3489 0.2767 -0.0790 -0.0439 0.11
O 2.9137 0.7101 0.8628 -0.1652 -0.3892 -0.5815 -0.10
H 3.2312 -0.2236 0.8506 -0.0202 0.5727 0.5129 0.08
H 3.6998 1.2949 0.8946 -0.2534 -0.1543 0.0827 0.15
```
Positions in Å, forces in eV/Å.

Properties
Orbital gap (spin up / spin down) = 3.69 / 3.67 eV
Charge = +4
Energy = -136591.0524 eV
HOMO energy (spin up / spin down) = -0.7095 / -0.7093 Eh
ΔE to the lowest compared entry with this formula, charge and spin = 0.0 kJ/mol